{"formula": "C54H60F6N4O4", "method": "wB97M-V/def2-TZVPD", "symbols": ["C", "C", "C", "O", "C", "O", "C", "C", "C", "C", "C", "C", "N", "C", "C", "C", "C", "C", "C", "C", "C", "C", "O", "O", "H", "H", "H", "H", "H", "H", "H", "H", "H", "H", "H", "H", "H", "H", "H", "H", "H", "H", "H", "H", "H", "C", "C", "C", "C", "C", "C", "C", "C", "C", "C", "C", "C", "N", "N", "N", "C", "C", "C", "C", "C", "C", "C", "C", "C", "C", "C", "C", "C", "C", "C", "C", "C", "F", "F", "F", "C", "C", "C", "F", "F", "F", "C", "C", "C", "H", "H", "H", "H", "H", "H", "H", "H", "H", "H", "H", "H", "H", "H", "H", "H", "H", "H", "H", "H", "H", "H", "H", "H", "H", "H", "H", "H", "H", "H", "H", "H", "H", "H", "H", "H", "H", "H", "H"], "coordinates": [[-1.00310, -2.34102, -3.19820], [-1.98244, -3.18876, -2.39991], [-2.80708, -4.16430, -3.25278], [-1.26873, -3.99768, -1.42333], [-0.56618, -3.21538, -0.51664], [0.60748, -3.38933, -0.28794], [-1.35152, -2.11453, 0.07444], [-0.84534, -1.28202, 1.03278], [-0.77261, 0.14951, 0.81130], [-1.25520, 0.76816, -0.37590], [-1.10014, 2.13030, -0.60883], [-0.64245, 2.99193, 0.42681], [-0.63099, 4.35365, 0.26223], [-0.82760, 4.95786, -1.04241], [-1.80039, 4.15815, -1.90583], [-1.37571, 2.69885, -1.95317], [0.03968, 5.21163, 1.21967], [-0.06712, 4.67029, 2.64065], [0.34620, 3.20553, 2.74451], [-0.15537, 2.38226, 1.61584], [-0.09980, 0.99898, 1.71609], [-2.71363, -1.90019, -0.41625], [-3.58285, -1.32513, 0.21768], [-2.95411, -2.33570, -1.70883], [-0.42563, -1.66761, -2.54102], [-0.32142, -3.00021, -3.75448], [-1.55659, -1.73254, -3.92439], [-3.52808, -4.70176, -2.62349], [-3.35279, -3.60403, -4.02010], [-2.14020, -4.88137, -3.74045], [-0.27524, -1.72359, 1.84010], [-1.80552, 0.17400, -1.10656], [-1.17509, 5.99417, -0.89858], [0.14199, 4.97528, -1.57451], [-2.80886, 4.21062, -1.49114], [-1.81940, 4.56545, -2.92097], [-0.45614, 2.65553, -2.54897], [-2.10878, 2.07469, -2.46948], [1.10657, 5.29529, 0.94175], [-0.40382, 6.21631, 1.13750], [0.54859, 5.27489, 3.30741], [-1.10687, 4.75391, 2.96073], [1.43545, 3.15362, 2.77407], [0.01068, 2.76592, 3.69135], [0.44411, 0.52998, 2.52034], [-2.25880, -4.39160, 8.88547], [-2.80396, -3.43712, 7.81388], [-3.25516, -2.16618, 8.53119], [-3.92116, -4.09694, 7.01243], [-5.25569, -3.89650, 7.37602], [-6.24779, -4.70775, 6.83733], [-5.92266, -5.79918, 6.03265], [-4.58930, -6.01968, 5.65886], [-4.26715, -7.31888, 4.90614], [-4.46899, -7.20048, 3.39490], [-5.07821, -8.51516, 5.42287], [-3.61651, -5.05027, 6.01211], [-2.22855, -5.30347, 5.67967], [-1.74599, -6.41281, 6.30969], [-0.43240, -6.45597, 6.03099], [0.22456, -7.71948, 6.15094], [0.74553, -8.36659, 5.00896], [0.28501, -8.05140, 3.57453], [-0.81984, -9.02589, 3.14177], [1.46921, -8.07700, 2.59626], [1.66030, -9.38683, 5.21863], [2.00526, -9.78581, 6.50474], [1.29836, -9.29013, 7.58696], [0.35372, -8.28443, 7.43292], [-0.41746, -7.85272, 8.67021], [0.49883, -7.24665, 9.73691], [-1.12139, -9.04595, 9.32782], [-0.03128, -5.33111, 5.33144], [1.36610, -5.16247, 5.02987], [2.36662, -5.65246, 5.91162], [3.70011, -5.60531, 5.55339], [4.71754, -6.18782, 6.49195], [5.72064, -6.83162, 5.82349], [5.29861, -5.23016, 7.28215], [4.16564, -7.10529, 7.35065], [4.12952, -4.99189, 4.37951], [3.16215, -4.43352, 3.55203], [3.61328, -3.70860, 2.30730], [2.58800, -3.08650, 1.66279], [4.55028, -2.73734, 2.56706], [4.17864, -4.57388, 1.40768], [1.81209, -4.57669, 3.82643], [-1.17446, -4.61175, 5.00624], [-1.22287, -3.49002, 4.16854], [-2.00141, -5.36396, 8.45344], [-1.36499, -3.96936, 9.37118], [-3.02677, -4.56803, 9.65739], [-1.99388, -3.18425, 7.11207], [-3.76253, -1.48847, 7.84127], [-3.94069, -2.42381, 9.34990], [-2.39294, -1.64510, 8.96017], [-5.51867, -3.12771, 8.10671], [-7.28872, -4.49282, 7.08667], [-6.72600, -6.47315, 5.72800], [-3.21036, -7.52944, 5.11325], [-3.86192, -6.39757, 2.95888], [-4.20119, -8.14770, 2.90474], [-5.52729, -6.97903, 3.19027], [-4.98941, -8.61390, 6.51112], [-6.13742, -8.37908, 5.16936], [-4.71824, -9.44238, 4.95614], [-0.12382, -7.03009, 3.56163], [-1.69026, -8.93907, 3.80962], [-1.15174, -8.83180, 2.10968], [-0.44244, -10.05477, 3.20304], [2.30027, -7.47328, 2.98517], [1.82514, -9.10732, 2.44169], [1.18234, -7.65667, 1.62076], [2.12079, -9.86177, 4.35868], [2.80481, -10.50873, 6.64682], [1.50438, -9.65433, 8.59350], [-1.16672, -7.12691, 8.35132], [1.06537, -6.38949, 9.35901], [-0.09074, -6.92476, 10.60728], [1.22432, -8.00959, 10.05322], [-1.71444, -9.60450, 8.59536], [-0.35558, -9.72178, 9.72998], [-1.77624, -8.71394, 10.14791], [2.07795, -6.07701, 6.87389], [5.18704, -4.97437, 4.12263], [1.07980, -4.25827, 3.08772], [-0.26449, -3.08708, 3.88211], [-2.14466, -2.96667, 4.02932]], "lowdin_charge": [0.020, -0.503, 0.016, 0.051, -0.421, 0.124, -0.080, 0.098, -0.166, 0.053, -0.133, -0.087, -0.079, -0.159, -0.167, -0.153, -0.160, -0.163, -0.154, -0.142, 0.033, -0.425, 0.114, 0.051, 0.097, 0.105, 0.098, 0.098, 0.093, 0.094, 0.117, 0.119, 0.125, 0.133, 0.121, 0.115, 0.128, 0.122, 0.134, 0.124, 0.113, 0.119, 0.122, 0.124, 0.125, -0.051, -0.363, -0.088, -0.117, -0.033, -0.062, -0.032, -0.108, -0.387, -0.061, -0.073, -0.068, 0.028, 0.144, 0.026, -0.095, -0.119, -0.352, -0.046, -0.061, -0.026, -0.048, -0.035, -0.126, -0.379, -0.060, -0.060, -0.135, -0.104, 0.069, -0.102, -0.509, 0.122, 0.122, 0.107, 0.059, -0.098, -0.507, 0.113, 0.116, 0.122, 0.054, -0.236, 0.020, 0.041, 0.089, 0.093, 0.128, 0.085, 0.076, 0.083, 0.107, 0.108, 0.111, 0.094, 0.083, 0.076, 0.085, 0.087, 0.070, 0.081, 0.125, 0.069, 0.089, 0.085, 0.078, 0.076, 0.090, 0.112, 0.112, 0.114, 0.082, 0.078, 0.085, 0.078, 0.086, 0.074, 0.087, 0.127, 0.145, 0.117, 0.009, 0.030], "energy_ev": -87426.146, "fmax_ha_per_bohr": 0.06607, "e_homo_ha": -0.2345, "homo_lumo_gap_ev": 5.6}

***

{"formula": "C54H61ErN4OP", "method": "wB97M-V/def2-TZVPD", "symbols": ["Er", "C", "C", "C", "C", "C", "C", "C", "C", "C", "C", "C", "C", "C", "C", "C", "C", "N", "C", "C", "C", "N", "C", "C", "C", "N", "C", "C", "C", "C", "C", "C", "C", "C", "C", "C", "C", "C", "N", "C", "C", "H", "H", "H", "H", "H", "H", "H", "H", "H", "H", "H", "H", "H", "H", "H", "H", "H", "H", "H", "H", "H", "H", "H", "H", "H", "H", "H", "H", "H", "H", "H", "H", "H", "H", "H", "H", "H", "H", "H", "H", "H", "H", "H", "H", "O", "H", "H", "C", "C", "C", "C", "C", "C", "P", "C", "C", "C", "C", "C", "C", "C", "C", "C", "C", "C", "C", "H", "H", "H", "H", "H", "H", "H", "H", "H", "H", "H", "H", "H", "H", "H"], "coordinates": [[0.74885, 0.16406, -0.12357], [6.66079, 0.08979, -1.38126], [6.43804, 0.72640, -0.00908], [5.13937, 0.47497, 0.65325], [4.81176, -0.54020, 1.56969], [5.74767, -1.48061, 2.22781], [6.03926, -1.07534, 3.69977], [3.38200, -0.56223, 1.66704], [2.65563, -1.38913, 2.52775], [1.25667, -1.35337, 2.73328], [0.58127, -1.97486, 3.82613], [1.24377, -2.67332, 4.95977], [1.95096, -1.90126, 6.07764], [-0.75475, -1.60793, 3.73945], [-0.86638, -0.69478, 2.65445], [-2.04796, 0.01411, 2.28357], [-2.13232, 1.02666, 1.29437], [-1.12968, 1.41030, 0.42236], [-1.64252, 2.42983, -0.34441], [-0.92411, 3.19585, -1.29709], [0.45146, 3.15384, -1.45734], [1.31154, 2.34813, -0.76919], [2.59755, 2.74552, -1.10044], [3.83372, 2.18496, -0.66410], [3.93244, 1.10384, 0.23408], [2.85768, 0.41939, 0.81762], [2.51160, 3.83671, -2.04413], [1.17587, 4.13494, -2.23551], [0.65754, 5.14652, -3.27040], [0.55578, 4.57756, -4.72226], [3.71792, 4.59353, -2.54024], [4.27277, 5.54429, -1.50026], [-3.01016, 2.60426, -0.03082], [-3.29682, 1.74904, 1.00618], [-4.61036, 1.51355, 1.70805], [-5.81461, 1.64592, 0.73151], [-3.81134, 3.71798, -0.58819], [-4.45271, 3.61099, -1.96344], [0.32453, -0.70150, 1.90900], [-1.85061, -1.93322, 4.70033], [-2.10225, -0.91315, 5.80150], [7.71165, 0.27919, -1.67959], [5.99269, 0.54578, -2.12660], [6.55528, -1.01613, -1.28295], [6.57326, 1.83164, -0.04786], [7.27600, 0.42387, 0.68224], [6.67087, -1.48193, 1.63916], [5.27224, -2.50710, 2.22465], [6.55933, -0.10241, 3.85799], [6.69045, -1.85716, 4.15529], [5.09260, -1.02268, 4.27461], [3.12613, -2.17168, 3.16701], [2.01448, -3.36482, 4.53410], [0.48576, -3.31466, 5.48312], [2.76412, -1.22755, 5.71646], [2.43336, -2.67723, 6.66460], [1.31954, -1.28408, 6.72429], [-2.85857, -0.27894, 2.89645], [-1.50414, 3.84501, -1.97862], [4.72713, 2.35722, -1.22160], [1.34616, 6.02489, -3.23187], [-0.33473, 5.54044, -3.00926], [1.52309, 4.11367, -5.00675], [0.18804, 5.29685, -5.44922], [-0.21942, 3.74906, -4.62958], [3.44001, 5.15998, -3.46293], [4.52274, 3.89387, -2.86258], [3.53810, 6.32626, -1.30186], [5.13942, 6.00255, -1.93366], [4.47750, 5.05088, -0.55953], [-4.73983, 2.25243, 2.54347], [-4.62822, 0.52982, 2.15074], [-5.93951, 2.68456, 0.37302], [-6.75171, 1.35799, 1.20204], [-5.59901, 1.06948, -0.17029], [-3.06938, 4.55445, -0.67046], [-4.59219, 4.16316, 0.07522], [-3.83933, 3.11179, -2.72980], [-4.72398, 4.62786, -2.30755], [-5.41691, 3.03265, -1.91504], [-1.60765, -2.89580, 5.20270], [-2.85228, -2.07346, 4.21887], [-1.28353, -0.86997, 6.54061], [-3.02399, -1.08667, 6.37762], [-2.19710, 0.07173, 5.34331], [1.83903, -1.04330, -1.89695], [2.61189, -0.79686, -2.40544], [1.66759, -2.00566, -2.06402], [-5.47822, -3.33600, 1.02718], [-5.41763, -2.01457, 0.57934], [-4.18438, -1.60889, -0.00296], [-3.06245, -2.46854, -0.20292], [-3.17597, -3.77303, 0.40390], [-4.36087, -4.19084, 0.96025], [-1.62465, -1.78746, -1.12109], [-2.46162, -1.64876, -2.70823], [-2.77637, -2.77811, -3.48080], [-3.29575, -2.70998, -4.77699], [-3.67859, -1.46273, -5.24008], [-3.44621, -0.31539, -4.44281], [-2.86156, -0.41048, -3.20511], [-0.49333, -3.07763, -1.59833], [0.10578, -3.22902, -2.88610], [0.50263, -4.48654, -3.34643], [0.61719, -5.50929, -2.37530], [0.45870, -5.22071, -1.02501], [-0.11416, -4.00321, -0.60454], [-6.43065, -3.67965, 1.45773], [-6.28178, -1.37665, 0.54429], [-4.08754, -0.58590, -0.33352], [-2.38714, -4.45746, 0.33021], [-4.48783, -5.19153, 1.43264], [-2.59448, -3.74723, -3.07559], [-3.37981, -3.58631, -5.44210], [-4.08570, -1.32071, -6.23131], [-3.74993, 0.65912, -4.81987], [-2.60243, 0.51485, -2.66648], [-0.06718, -2.41184, -3.60272], [0.79678, -4.68676, -4.35127], [0.85317, -6.52269, -2.66273], [0.77518, -5.93770, -0.27938], [-0.31004, -3.81944, 0.43974]], "lowdin_charge": [1.435, -0.083, -0.224, -0.134, -0.132, -0.190, -0.081, -0.225, 0.063, -0.220, -0.128, -0.200, -0.083, -0.127, -0.211, 0.088, -0.245, -0.023, -0.237, 0.072, -0.256, -0.014, -0.200, 0.066, -0.220, -0.026, -0.133, -0.099, -0.186, -0.083, -0.205, -0.083, -0.135, -0.141, -0.157, -0.085, -0.216, -0.099, -0.041, -0.200, -0.089, 0.083, 0.067, 0.088, 0.122, 0.124, 0.103, 0.129, 0.086, 0.080, 0.061, 0.122, 0.117, 0.119, 0.075, 0.072, 0.069, 0.092, 0.121, 0.094, 0.112, 0.101, 0.076, 0.066, 0.086, 0.116, 0.116, 0.083, 0.070, 0.073, 0.137, 0.081, 0.059, 0.075, 0.064, 0.119, 0.124, 0.065, 0.084, 0.078, 0.113, 0.120, 0.074, 0.081, 0.071, -0.105, 0.085, 0.062, -0.078, -0.054, -0.083, -0.295, -0.072, -0.083, 1.069, -0.385, -0.086, -0.060, -0.065, -0.073, -0.102, -0.422, -0.138, -0.040, -0.063, -0.061, -0.094, 0.112, 0.098, 0.078, 0.065, 0.121, 0.106, 0.120, 0.105, 0.106, 0.101, 0.124, 0.106, 0.107, 0.110, 0.103], "total_charge": 1, "multiplicity": 4, "energy_ev": -101903.928, "fmax_ha_per_bohr": 0.05483, "e_homo_ha": [-0.3353, -0.3353], "homo_lumo_gap_ev": [5.7, 5.7]}